1.
ORCA calculation (ωB97M-V/def2-TZVPD) on a molecular structure, C16H24N2O3S.

Properties
E_LUMO: 0.00 eV
Maximum force: 18.94 eV Å⁻¹
E_tot: -36921.8155 eV

Each line ends with the Löwdin charge.
CARTESIAN COORDINATES (ANGSTROEM)
C  2.567  2.969  1.730  0.01
H  2.854  2.029  2.173  0.07
H  3.141  3.712  1.910  -0.02
H  1.484  3.164  1.899  0.07
C  2.548  2.929  0.025  -0.20
N  2.105  1.670  -0.236  -0.32
S  0.864  1.742  -1.201  0.91
O  1.019  0.503  -2.391  -0.42
O  0.864  2.961  -2.100  -0.30
C  -0.658  1.410  -0.421  -0.48
C  -1.603  1.387  -1.118  -0.11
C  -2.860  1.352  -0.518  0.04
C  -3.151  1.228  0.899  -0.13
C  -1.695  1.020  1.660  0.06
C  -0.589  1.268  0.827  -0.14
H  0.409  1.237  1.600  0.18
H  -1.879  1.000  2.792  0.12
C  -4.278  1.033  1.815  -0.05
H  -4.082  0.451  2.634  0.05
H  -4.680  1.937  1.927  0.04
H  -4.938  0.379  1.105  0.14
H  -3.761  1.351  -0.793  0.03
H  -1.684  1.533  -2.136  0.14
C  2.994  0.354  -0.007  0.07
H  3.287  -0.074  -1.431  0.25
C  2.055  -0.801  0.552  -0.48
O  2.048  -0.813  1.799  0.01
N  1.383  -1.536  -0.302  0.13
H  1.201  -1.031  -1.075  0.03
C  0.410  -2.541  0.267  -0.32
C  0.758  -3.798  -0.792  -0.03
H  1.715  -3.785  -1.102  0.05
H  0.383  -4.689  -0.189  0.12
C  -0.299  -3.386  -1.946  -0.25
H  -0.742  -4.333  -2.240  0.10
H  0.531  -3.286  -2.796  0.15
C  -1.254  -2.399  -1.700  -0.08
H  -2.193  -2.728  -1.522  0.07
H  -0.953  -1.470  -2.023  0.06
C  -0.852  -2.227  0.055  -0.13
H  -1.407  -1.290  0.500  0.13
H  -1.449  -2.942  0.749  0.15
H  0.734  -2.620  1.278  0.13
H  3.711  0.682  0.468  -0.01
H  3.884  2.915  -0.220  0.21
H  2.061  3.531  -0.405  -0.04



2.
ORCA calculation (ωB97M-V/def2-TZVPD) on a single C16H24N2O4S molecule.

Properties
SMILES: Cc1noc(C)c1CSCC(=O)OCC(=O)NC1CCCCC1
E_LUMO: 0.53 eV
Maximum force: 1.19 eV Å⁻¹
E_tot: -38987.3422 eV

Each line ends with the Löwdin charge.
CARTESIAN COORDINATES (ANGSTROEM)
C  5.445  0.217  3.134  -0.02
C  4.702  0.552  1.896  -0.31
N  5.180  1.350  0.981  0.10
O  4.252  1.441  -0.009  0.01
C  3.183  0.690  0.308  -0.26
C  2.044  0.646  -0.638  0.01
C  3.408  0.085  1.518  -0.21
C  2.525  -0.816  2.289  -0.37
S  1.895  -0.009  3.816  0.90
C  0.956  1.367  3.091  -0.35
C  -0.185  0.901  2.225  -0.55
O  -0.500  1.425  1.186  0.11
O  -0.823  -0.146  2.745  -0.01
C  -1.854  -0.685  1.935  -0.05
C  -1.289  -1.041  0.548  -0.46
O  -0.180  -1.520  0.430  0.06
N  -2.127  -0.814  -0.470  0.12
C  -1.746  -1.012  -1.857  -0.30
C  -2.824  -1.799  -2.604  -0.15
C  -4.094  -0.978  -2.814  -0.20
C  -3.775  0.328  -3.536  -0.21
C  -2.750  1.138  -2.750  -0.20
C  -1.470  0.333  -2.540  -0.14
H  5.683  -0.846  3.146  0.09
H  6.365  0.791  3.175  0.08
H  4.831  0.435  4.006  0.06
H  1.523  -0.304  -0.550  0.07
H  2.405  0.784  -1.654  0.09
H  1.334  1.442  -0.409  0.08
H  3.072  -1.681  2.663  0.09
H  1.667  -1.145  1.703  0.06
H  1.620  2.008  2.510  0.09
H  0.561  1.925  3.941  0.09
H  -2.184  -1.590  2.447  0.14
H  -2.678  0.033  1.855  0.13
H  -2.990  -0.322  -0.309  0.13
H  -0.821  -1.597  -1.823  0.15
H  -2.422  -2.087  -3.577  0.12
H  -3.053  -2.713  -2.052  0.12
H  -4.808  -1.561  -3.398  0.11
H  -4.565  -0.759  -1.852  0.11
H  -4.688  0.911  -3.671  0.11
H  -3.373  0.101  -4.526  0.12
H  -2.511  2.057  -3.288  0.11
H  -3.170  1.428  -1.784  0.11
H  -0.768  0.901  -1.929  0.11
H  -1.002  0.138  -3.506  0.12